80
Properties=species:S:1:pos:R:3:forces:R:3:lowdin_spin:R:1 method="wB97M-V/def2-TZVPD" homo_energy_ev="-8.95 / -11.23" de_lowest_ev=1.0351 homo_lumo_gap_ev="6.20 / 6.01" charge=+1 mol_weight_g_mol=916.76 spin_multiplicity=6
Ir 0.194258 0.257956 -0.009710 -1.2 -1.7 -1.3 1.846
O -4.094057 -0.275177 -0.496198 0.0 0.1 -0.1 0.071
C -2.784780 0.033483 -0.480347 0.2 -0.3 0.1 0.184
O -1.981603 -0.754872 0.114541 0.1 0.3 -0.1 0.249
C -2.404865 1.203115 -1.171346 -0.1 0.0 -0.1 0.166
C -3.303547 1.940384 -1.983498 0.0 0.1 -0.1 0.051
C -2.842722 2.978446 -2.733295 -0.1 -0.1 0.0 0.085
C -1.465840 3.313856 -2.686523 0.2 -0.1 0.2 0.105
C -0.634787 2.587539 -1.867484 -0.3 0.2 -0.3 0.036
N -1.077883 1.572740 -1.106381 0.1 0.4 0.2 0.285
C 0.843744 2.806662 -1.794015 0.1 0.0 0.1 0.010
O 1.367885 3.866425 -2.393099 0.2 0.0 -0.1 0.007
O 1.573767 2.040562 -1.207806 0.1 0.1 0.1 0.076
H -4.218138 -1.064732 0.045857 0.0 0.0 0.1 0.002
H -4.339298 1.633657 -2.010026 0.0 0.0 0.0 0.002
H -3.506689 3.530682 -3.383100 0.0 0.0 0.0 0.003
H -1.106673 4.123654 -3.305594 0.0 0.0 0.0 0.006
H 0.702841 4.423064 -2.811554 -0.1 0.0 0.0 0.001
C 3.471127 -0.916541 0.882352 -0.4 0.0 0.1 0.018
Si 1.695018 -0.836988 1.535469 0.7 0.5 0.8 0.152
C 1.114084 -2.618993 1.894798 -0.2 0.3 -0.3 0.064
C 1.657711 0.118961 3.170638 0.2 -0.4 -0.4 0.012
C 2.397476 -0.316377 4.270444 0.0 0.0 0.1 0.002
C 2.371177 0.389328 5.463902 0.1 -0.1 0.0 0.000
C 1.605198 1.542365 5.568915 -0.1 0.1 0.0 0.001
C 0.871375 1.984276 4.478374 0.0 0.0 0.1 0.002
C 0.891908 1.278453 3.275639 -0.3 0.2 -0.4 0.017
Si -0.114645 1.873895 1.787463 0.6 0.4 1.0 0.127
C -1.945757 1.815792 2.276376 0.2 -0.2 -0.5 0.052
C 0.437073 3.628238 1.347270 -0.1 -0.4 -0.2 0.006
H 4.134515 -1.235212 1.690602 0.0 0.0 0.0 0.003
H 3.812363 0.056783 0.528275 0.0 0.0 0.0 0.001
H 3.564440 -1.630190 0.061388 0.0 0.0 0.0 0.000
H 1.656513 -2.988524 2.768486 0.1 0.1 0.0 0.008
H 1.323023 -3.285722 1.054248 0.0 0.0 0.0 0.007
H 0.046397 -2.666204 2.119687 0.0 0.0 0.0 0.002
H 3.004389 -1.213297 4.195908 0.0 0.0 0.0 0.000
H 2.948819 0.046035 6.312772 0.0 0.0 0.0 0.000
H 1.580639 2.098120 6.497470 0.0 0.0 0.0 0.000
H 0.278730 2.889659 4.567054 0.0 0.0 0.0 0.000
H -2.105748 2.489751 3.120913 0.1 0.0 0.0 0.008
H -2.215131 0.806704 2.590913 0.0 0.0 0.0 0.000
H -2.613901 2.116710 1.467291 0.0 0.0 0.0 0.001
H 0.503866 4.221147 2.261222 0.0 0.0 0.0 0.001
H -0.253481 4.131345 0.666571 0.0 0.0 0.0 0.000
H 1.427218 3.607714 0.889855 0.0 0.0 0.1 0.001
C 0.774268 -5.930063 -1.159842 -0.1 0.0 0.0 0.003
C -0.094706 -5.106636 -2.102461 0.1 0.2 0.4 0.061
Sb -0.962082 -3.342044 -1.162734 -0.3 -0.5 -0.6 0.388
C -2.109133 -2.742680 -2.919829 0.0 0.1 0.4 0.031
C -3.479116 -3.376906 -3.122014 0.1 0.0 0.0 0.010
C -2.258367 -4.248163 0.374272 0.2 0.2 -0.2 0.117
C -3.506828 -4.953077 -0.131832 0.0 0.0 -0.1 0.030
H 1.177505 -6.800375 -1.679467 0.0 0.0 0.0 0.001
H 0.201419 -6.293107 -0.305078 0.0 0.0 0.0 0.000
H 1.617152 -5.349027 -0.782733 0.0 0.0 0.0 0.001
H -0.934852 -5.695007 -2.479221 -0.1 0.1 0.0 0.009
H 0.478416 -4.749936 -2.959249 -0.1 0.1 0.0 0.000
H -1.440974 -3.007733 -3.740678 0.1 0.0 0.1 0.002
H -2.176722 -1.655501 -2.890114 0.0 0.0 0.0 0.003
H -3.442701 -4.463266 -3.034668 -0.1 0.0 0.0 0.000
H -3.843281 -3.144203 -4.124503 0.0 0.0 0.0 0.003
H -4.212005 -2.991228 -2.416673 0.0 0.0 0.1 0.000
H -2.489018 -3.435492 1.060895 0.0 0.0 0.0 0.000
H -1.595819 -4.948708 0.883928 0.1 0.1 0.0 0.001
H -4.230121 -4.257883 -0.555809 0.0 -0.1 0.0 0.000
H -3.988308 -5.466747 0.702925 0.0 0.0 0.0 0.009
H -3.274344 -5.706114 -0.885551 0.0 0.0 0.0 0.001
Se 0.760161 -0.965571 -2.207221 -0.2 0.1 0.4 0.529
C 2.399876 -1.107848 -3.178215 0.1 0.0 0.1 0.057
C 2.555615 -0.282557 -4.288406 -0.1 0.0 0.1 0.030
C 3.651271 -0.450399 -5.118106 0.1 0.0 0.0 0.000
C 4.584597 -1.441404 -4.844723 0.0 0.0 0.0 0.020
C 4.430039 -2.255678 -3.731430 0.0 0.0 0.0 -0.002
C 3.338277 -2.092216 -2.893798 -0.1 0.0 0.1 0.021
H 1.816259 0.480386 -4.497180 0.0 0.0 0.0 0.004
H 3.770045 0.184797 -5.985663 0.0 0.0 0.0 0.000
H 5.433073 -1.577852 -5.501646 0.0 0.0 0.0 0.001
H 5.158766 -3.027907 -3.523844 0.0 0.0 0.0 0.000
H 3.209805 -2.730232 -2.028241 0.0 0.0 0.0 0.001

=====

81
Properties=species:S:1:pos:R:3:forces:R:3:lowdin_charge:R:1 method="wB97M-V/def2-TZVPD" homo_energy_ev=-5.30 homo_lumo_gap_ev=6.94 charge=-1 mol_weight_g_mol=596.45
C 1.449064 1.876677 1.931289 -0.8 0.8 -0.7 -0.138
C 0.212796 1.082102 1.160313 0.2 -0.2 0.3 -0.213
C 0.298273 -0.558247 1.355191 -1.9 0.1 0.4 -0.224
C 0.330939 -0.924600 2.960949 -0.3 0.9 -0.2 -0.102
B 1.485115 -1.282962 0.472696 1.5 0.4 0.0 -1.015
O 2.812701 -1.013595 1.079009 1.3 1.6 -0.8 -0.011
O 1.499133 -0.743900 -0.930193 -1.8 -2.7 -2.1 -0.034
C 0.606944 -1.737164 -1.610110 -1.5 0.8 -0.1 -0.231
C 0.409440 -1.562772 -3.220823 0.0 1.6 0.1 -0.181
C -0.617513 -0.257219 -3.420327 2.1 0.1 -0.2 -0.450
S -2.375965 -0.903390 -3.559635 -0.9 0.6 2.0 0.843
C -3.365474 -0.608280 -1.998038 -3.3 2.9 4.5 -0.420
N -4.194749 0.630542 -1.601531 2.3 -5.6 0.8 -0.029
N -4.798617 0.417383 -0.350673 2.4 -5.5 -0.1 -0.039
C -4.454300 -0.961831 0.172251 1.0 4.2 -5.0 -0.016
O -3.556084 -1.568159 -0.860267 -1.6 2.9 0.2 -0.154
C 0.857771 -3.264173 -0.976599 1.1 2.6 3.2 -0.290
C -0.528919 -3.931329 -0.440946 -0.7 -1.3 0.2 -0.080
C -1.010150 -5.314667 -1.155555 -1.0 -0.4 0.5 -0.360
C -0.906949 -5.338123 -2.798305 0.2 -1.5 0.0 -0.103
C -0.348802 -6.678535 -0.446263 -1.2 -0.2 -1.1 -0.115
C 2.086840 -4.170349 -1.555526 -0.1 -0.8 -0.3 -0.486
Cl 3.393959 -3.025971 -2.303482 -1.4 -0.9 0.1 0.608
C 2.895625 -5.053101 -0.414387 0.3 2.0 -0.1 -0.611
C 4.275445 -4.303187 0.135925 -0.2 -1.2 1.3 -0.198
Cl 3.531782 -6.577269 -1.335910 -0.8 0.8 0.9 0.465
O 1.451196 -2.779439 0.317032 -1.1 -0.7 -1.3 -0.062
H 1.307706 1.787563 3.090131 0.5 0.2 -2.2 0.063
H 1.362025 3.018894 1.600995 0.2 -2.3 1.0 0.072
H 2.517258 1.528589 1.589795 -2.3 0.4 0.8 0.074
H -0.850836 1.410479 1.583714 2.3 -0.3 -0.7 0.108
H 0.243811 1.422626 0.032948 0.0 -1.0 2.1 0.099
H -0.732334 -0.985981 0.931728 1.7 1.0 0.9 0.117
H 0.017348 0.067993 3.529623 0.6 -2.1 -0.8 0.062
H -0.451072 -1.757246 3.230113 1.6 1.5 -0.5 0.070
H 1.414012 -1.215584 3.297469 -2.1 0.5 -0.6 0.085
H 3.349085 -0.368234 0.515733 -1.4 -1.6 1.1 0.097
H -0.455765 -1.408994 -1.193488 1.8 -1.2 -0.8 0.124
H 1.405770 -1.300194 -3.781521 -1.8 -0.6 1.2 0.106
H -0.116550 -2.449298 -3.771492 1.1 1.4 1.3 0.086
H -0.469747 0.567140 -2.601925 -0.4 -1.8 -1.4 0.105
H -0.326347 0.243622 -4.460908 -1.2 -1.0 2.1 0.093
H -4.821986 -1.478082 1.182065 1.2 1.1 -2.8 0.148
H -0.362132 -4.183749 0.714090 -0.2 0.6 -2.6 0.141
H -1.463625 -3.193714 -0.451473 2.4 -1.2 -0.3 0.118
H -2.177172 -5.417446 -0.918390 2.5 0.2 -0.4 0.126
H -1.986635 -5.302208 -3.286572 2.4 0.3 1.0 0.084
H -0.473845 -6.411048 -3.092444 -0.9 2.3 0.5 0.084
H -0.161858 -4.561769 -3.256127 -1.7 -1.3 0.9 0.052
H -0.580888 -6.721435 0.708279 0.8 0.3 -2.3 0.083
H -0.960063 -7.586783 -0.922543 1.4 1.8 1.0 0.080
H 0.775527 -6.838880 -0.723292 -2.1 0.4 0.8 0.038
H 1.815399 -4.914594 -2.414523 0.4 1.6 1.6 0.075
H 2.143336 -5.320067 0.441108 1.7 0.2 -1.7 0.118
H 4.555510 -4.875897 1.142374 -0.6 1.1 -2.1 0.086
H 4.113034 -3.184615 0.436873 0.0 -2.1 -0.9 0.075
H 5.159036 -4.496372 -0.606285 -1.9 0.6 1.3 0.055
C -3.358914 5.012509 -1.071942 -0.2 0.1 0.0 -0.091
C -3.792879 6.322789 -0.872928 -0.1 -0.1 0.0 -0.108
C -5.155777 6.598182 -0.765791 0.0 -0.2 0.0 -0.114
C -6.085086 5.560799 -0.847883 0.2 0.0 0.0 -0.109
C -5.650836 4.250003 -1.043142 0.1 0.2 0.0 -0.094
C -4.288397 3.975875 -1.159582 0.1 0.1 0.0 -0.090
H -2.296843 4.798728 -1.158806 -0.2 0.0 0.0 0.101
H -3.068298 7.130162 -0.802090 -0.1 -0.1 0.0 0.095
H -5.493953 7.620113 -0.617446 0.0 -0.1 0.0 0.092
H -7.146973 5.774571 -0.759513 0.1 0.0 0.0 0.093
H -6.375097 3.441479 -1.105462 0.2 0.1 0.0 0.098
H -3.950774 2.955311 -1.317211 -0.1 0.2 0.0 0.060
C 3.027974 7.077086 3.088635 0.1 -0.2 0.0 -0.107
C 3.901908 6.544853 2.141146 0.0 -0.1 0.1 -0.104
C 4.330923 5.222561 2.252054 -0.1 0.1 0.2 -0.095
C 3.877685 4.428777 3.306093 0.0 0.2 0.0 -0.098
C 3.000767 4.959962 4.251473 0.1 0.1 -0.1 -0.096
C 2.579079 6.285081 4.145730 0.1 -0.1 -0.2 -0.102
H 2.696530 8.108680 3.003772 0.0 -0.1 0.0 0.095
H 4.249615 7.161399 1.316005 -0.1 -0.1 0.1 0.096
H 5.017153 4.810170 1.517388 -0.1 0.0 0.1 0.100
H 4.208055 3.396820 3.389949 -0.1 0.1 0.0 0.103
H 2.646378 4.340733 5.071909 0.0 0.1 -0.2 0.101
H 1.900256 6.700202 4.885501 0.1 -0.1 -0.1 0.096